Entry 1:
C21H52O8 | ωB97M-V/def2-TZVPD

The geometry in XYZ format:
```
81
Properties=species:S:1:pos:R:3:mulliken_charge:R:1
C -4.13 2.35 0.23 0.576
C -4.56 1.49 -0.96 -0.753
C -4.22 0.00 -0.66 -0.079
C -2.90 -0.37 -0.63 0.049
C -2.40 -1.85 -0.54 -1.739
H -4.50 3.26 0.11 0.576
H -3.25 2.33 0.11 -1.156
H -4.50 1.97 1.30 0.074
H -3.95 1.79 -1.75 0.345
H -5.66 1.40 -1.14 0.277
H -4.59 -0.48 -1.50 0.366
H -4.76 -0.24 0.45 0.073
H -2.33 0.18 0.01 0.276
H -2.41 -0.16 -1.57 0.044
H -2.57 -2.48 -1.35 0.432
H -3.03 -2.18 0.20 0.504
H -1.37 -1.97 -0.26 0.210
C 1.43 -7.04 3.35 -0.933
O 1.76 -5.63 3.16 -0.322
C 0.56 -4.93 2.80 -0.716
C 0.93 -3.67 2.55 -0.160
O -0.08 -2.79 2.14 -0.203
C -0.33 -1.63 2.88 -0.770
H 1.27 -7.21 4.21 0.526
H 2.66 -7.38 3.55 0.220
H 0.99 -7.41 2.35 0.286
H -0.25 -4.85 3.53 0.266
H 0.00 -5.31 2.10 0.610
H 1.71 -3.67 1.78 0.097
H 1.51 -3.28 3.52 0.260
H 0.54 -1.05 2.58 0.378
H -0.38 -1.87 3.97 0.374
H -1.17 -1.10 2.61 0.106
C 0.74 4.70 2.02 -0.731
O -0.11 4.05 2.84 -0.409
C -0.82 2.99 2.31 0.557
C -1.65 2.45 3.21 -2.006
O -2.37 1.34 2.76 0.129
C -3.32 0.86 3.68 -0.994
H 1.43 4.01 1.59 0.333
H 1.22 5.58 2.53 0.263
H 0.30 4.84 1.01 0.272
H 0.05 2.22 2.12 0.083
H -1.64 3.23 1.45 0.088
H -2.13 3.10 3.50 1.147
H -1.14 2.12 4.16 0.361
H -3.74 -0.13 3.15 0.150
H -4.09 1.73 3.78 0.285
H -3.06 0.44 4.54 0.496
C 1.34 -0.17 -0.20 -1.335
O 2.23 -0.68 -1.21 -0.335
C 2.36 -2.07 -1.40 0.034
C 3.21 -2.38 -2.36 -0.257
O 3.14 -3.82 -2.62 -0.283
C 3.85 -4.21 -3.74 -0.739
H 1.50 -0.71 0.78 0.163
H 0.34 -0.31 -0.36 0.234
H 1.30 0.76 -0.11 1.070
H 1.32 -2.46 -1.61 0.139
H 2.58 -2.69 -0.41 -0.101
H 4.23 -2.08 -2.09 0.249
H 2.87 -1.91 -3.35 0.246
H 4.99 -4.16 -3.60 0.251
H 3.58 -3.78 -4.65 0.331
H 3.60 -5.25 -3.67 0.257
C -0.73 2.60 -2.42 -0.469
O 0.66 3.04 -2.56 -0.313
C 1.43 2.66 -3.66 -0.042
C 2.23 3.68 -4.00 -0.624
O 3.12 3.90 -2.92 -0.235
C 4.12 4.94 -3.18 -1.003
H -1.10 2.70 -1.33 -0.168
H -0.76 1.63 -2.88 0.418
H -1.46 3.35 -2.91 0.300
H 0.72 2.46 -4.55 0.386
H 2.00 1.65 -3.58 0.005
H 1.81 4.62 -4.33 0.331
H 2.85 3.29 -4.95 0.295
H 4.87 4.98 -2.56 0.321
H 3.68 5.94 -3.27 0.319
H 4.41 4.72 -4.10 0.436
```

The value obtained for the strongest force on any atom is 0.3101 hartree/bohr. For the HOMO-LUMO gap, the calculation gives 10.2654 eV. For the total energy, the calculation gives -1432.48519 hartree.

***

Entry 2:
C21H53N4O11V | ωB97M-V/def2-TZVPD

The geometry in XYZ format:
```
90
Properties=species:S:1:pos:R:3:mulliken_spin:R:1
O 22.42 -13.50 11.47 0.012
V 21.93 -12.05 11.08 0.996
O 23.00 -11.01 11.75 0.022
O 18.38 -11.29 9.20 0.002
C 19.60 -11.40 9.70 0.001
O 20.21 -12.47 9.63 -0.002
O 20.21 -10.48 10.30 0.000
H 18.23 -10.44 9.62 0.000
C 16.66 -9.76 11.93 0.000
O 17.18 -9.20 10.78 0.000
C 17.31 -7.80 10.68 0.000
C 18.57 -7.25 11.36 0.000
N 19.80 -7.61 10.64 0.000
C 20.86 -7.05 11.38 0.000
C 22.22 -7.48 10.80 -0.003
O 23.25 -6.95 11.66 0.000
C 23.58 -7.75 12.71 0.002
H 16.67 -10.85 11.88 0.000
H 15.63 -9.47 12.13 0.000
H 17.20 -9.44 12.82 -0.001
H 16.41 -7.33 11.10 0.000
H 17.35 -7.60 9.61 0.000
H 18.56 -7.57 12.40 0.000
H 18.60 -6.17 11.28 0.000
H 19.91 -8.58 10.38 0.000
H 20.81 -7.44 12.40 0.001
H 20.79 -5.97 11.47 0.000
H 22.42 -7.11 9.80 0.000
H 22.28 -8.56 10.70 0.006
H 24.18 -7.12 13.36 0.000
H 24.17 -8.63 12.46 -0.001
H 22.79 -8.09 13.38 -0.001
C 20.55 -13.16 14.12 -0.014
O 20.71 -11.99 13.24 -0.020
C 20.66 -10.76 13.98 -0.007
C 19.22 -10.53 14.38 -0.019
N 18.94 -9.17 14.77 0.000
C 17.62 -9.03 15.43 0.000
C 17.26 -7.55 15.53 0.000
O 17.26 -7.05 14.19 0.000
C 17.16 -5.58 14.20 0.000
H 21.29 -13.16 14.92 0.000
H 20.78 -14.13 13.68 0.006
H 19.57 -13.21 14.60 -0.002
H 21.02 -9.92 13.39 0.026
H 21.32 -10.78 14.85 -0.005
H 19.08 -11.22 15.21 0.000
H 18.55 -10.89 13.60 0.000
H 18.86 -8.57 13.96 0.000
H 17.66 -9.48 16.43 0.000
H 16.75 -9.57 15.05 0.000
H 18.07 -7.11 16.12 0.000
H 16.27 -7.33 15.95 0.000
H 17.83 -5.20 14.97 0.000
H 16.12 -5.31 14.37 0.000
H 17.52 -5.22 13.23 0.000
C 25.25 -10.99 9.30 -0.004
C 23.84 -10.74 8.66 0.011
C 23.96 -10.64 7.16 0.000
O 22.75 -10.65 6.40 0.000
C 21.84 -9.56 6.59 0.000
N 23.08 -11.92 9.03 -0.009
H 25.60 -12.01 9.20 0.002
H 25.30 -10.84 10.38 0.001
H 26.07 -10.44 8.84 -0.001
H 23.43 -9.82 9.09 -0.004
H 24.51 -11.50 6.79 0.000
H 24.47 -9.72 6.86 0.000
H 21.38 -9.60 7.58 0.001
H 21.02 -9.43 5.88 0.000
H 22.44 -8.65 6.47 0.000
H 23.75 -12.63 8.77 0.001
H 22.35 -12.00 8.34 -0.002
C 23.67 -16.71 15.65 0.000
C 22.39 -16.43 14.80 0.000
C 22.63 -16.86 13.32 0.000
O 21.56 -16.48 12.55 0.002
C 21.72 -16.77 11.16 -0.002
N 21.29 -17.18 15.39 0.000
H 24.52 -16.34 15.08 0.000
H 23.77 -17.75 15.95 0.000
H 23.54 -16.18 16.60 0.000
H 22.20 -15.36 14.77 0.000
H 22.83 -17.93 13.36 0.000
H 23.57 -16.42 12.97 0.000
H 20.82 -16.52 10.58 0.000
H 21.92 -17.79 10.83 0.000
H 22.52 -16.12 10.82 0.002
H 20.41 -17.04 14.93 0.000
H 21.43 -18.15 15.15 0.000
```

The charge is -1. The value obtained for the strongest force on any atom is 0.0740 hartree/bohr. Its expectation value of S² is 0.75. For the HOMO-LUMO gap (spin up / spin down), the calculation gives 5.1125 / 7.0468 eV. Its spin multiplicity is 2. For the total energy, the calculation gives -2822.57055 hartree.

***

Entry 3:
C21H54BF7N4O7 | ωB97M-V/def2-TZVPD

The geometry in XYZ format:
```
94
Properties=species:S:1:pos:R:3:mulliken_charge:R:1
C -1.35 4.57 -0.21 -0.396
O -0.14 3.82 0.01 0.336
O -2.35 3.66 -0.11 -0.711
C -1.34 5.86 0.65 0.714
F -0.54 6.89 0.20 -0.337
F -2.57 6.43 0.68 -0.298
F -0.96 5.65 1.92 -0.271
C 1.05 4.36 -0.54 -0.444
C 2.17 3.37 -0.20 -0.701
H 1.87 2.36 0.08 -0.209
H 2.87 3.26 -1.03 0.384
H 2.81 3.80 0.57 0.386
H 1.42 5.34 -0.23 0.151
H 0.90 4.32 -1.63 0.298
H -1.32 4.89 -1.27 0.010
B 0.57 -1.73 -0.51 -0.008
F 1.71 -0.93 -0.51 -0.305
F -0.36 -1.09 -1.35 -0.182
F 0.90 -3.02 -0.99 -0.337
F -0.06 -1.87 0.73 -0.309
C 4.58 -0.15 0.96 -0.261
O 4.39 -1.43 0.38 -0.550
H 5.64 0.10 1.01 0.291
H 4.01 0.59 0.39 -0.039
H 4.05 -0.12 1.91 0.221
H 3.75 -1.98 0.82 0.240
C -3.14 -0.82 -3.20 -1.545
C -3.44 -0.17 -1.85 0.407
C -3.53 -1.20 -0.75 -1.012
O -3.46 -0.57 0.53 -0.033
C -3.68 -1.49 1.57 -0.602
N -2.37 0.80 -1.51 -0.108
H -2.32 -1.54 -3.20 0.234
H -2.99 -0.07 -3.98 0.307
H -4.07 -1.32 -3.52 0.526
H -4.28 0.50 -2.03 0.625
H -2.77 -1.99 -0.82 0.097
H -4.44 -1.80 -0.87 0.520
H -4.47 -2.21 1.33 0.438
H -4.09 -1.01 2.47 0.159
H -2.72 -1.93 1.86 0.003
H -2.35 1.53 -2.22 0.329
H -1.53 0.30 -1.79 -0.318
C 2.40 1.23 -3.47 -1.618
C 1.25 0.32 -3.95 2.246
C 0.79 0.64 -5.37 -1.044
O -0.53 0.11 -5.47 -0.086
C -0.84 -0.07 -6.83 -0.973
N 1.74 -1.03 -3.76 -0.960
H 2.76 0.94 -2.49 0.150
H 2.20 2.31 -3.49 0.335
H 3.26 1.04 -4.12 0.407
H 0.48 0.50 -3.20 -0.587
H 1.48 0.18 -6.09 0.419
H 0.82 1.72 -5.56 0.321
H -0.15 -0.79 -7.30 0.358
H -0.92 0.90 -7.32 0.342
H -1.67 -0.76 -6.96 0.289
H 1.97 -1.15 -2.77 0.071
H 0.96 -1.68 -3.80 0.410
C 0.34 -3.38 3.92 -1.472
C 1.17 -4.12 2.86 1.967
C 2.03 -5.21 3.49 -0.898
O 3.35 -4.78 3.83 -0.353
C 4.28 -4.95 2.82 -0.640
N 0.27 -4.62 1.83 -0.859
H -0.17 -2.50 3.51 0.013
H 1.03 -3.00 4.67 0.396
H -0.44 -3.97 4.40 0.409
H 1.76 -3.28 2.45 -0.573
H 2.14 -6.12 2.88 0.378
H 1.40 -5.54 4.32 0.380
H 5.29 -4.74 3.19 0.262
H 4.13 -4.38 1.89 0.236
H 4.32 -5.99 2.47 0.314
H -0.29 -3.87 1.46 0.145
H 0.77 -4.98 1.02 0.336
C 0.42 0.70 3.24 -1.511
C -0.98 0.67 2.62 1.361
C -1.73 1.89 3.14 -1.080
O -2.92 2.21 2.47 -0.042
C -3.55 3.35 3.01 -0.688
N -0.95 0.66 1.15 0.654
H 0.49 0.63 4.33 0.420
H 1.01 1.52 2.81 0.375
H 0.92 -0.23 2.94 0.135
H -1.26 -0.33 2.99 -0.108
H -1.03 2.72 2.94 0.259
H -2.02 1.75 4.19 0.246
H -3.68 3.23 4.10 0.339
H -4.56 3.36 2.59 0.187
H -2.97 4.24 2.77 0.090
H -0.62 -0.29 0.93 0.114
H 0.03 0.95 0.98 -0.579
```

The charge is -2. The value obtained for the strongest force on any atom is 0.0822 hartree/bohr. For the HOMO-LUMO gap, the calculation gives 5.2354 eV. For the total energy, the calculation gives -2302.21633 hartree.

***

Entry 4:
C21H54F6KN3O25S7 | ωB97M-V/def2-TZVPD

The geometry in XYZ format:
```
117
Properties=species:S:1:pos:R:3:mulliken_charge:R:1
K 8.76 16.42 16.12 0.950
C 10.29 15.33 12.63 0.251
F 10.13 14.51 13.67 -0.173
F 11.32 16.18 12.85 -0.116
F 10.55 14.66 11.43 -0.190
S 8.74 16.49 12.41 1.095
O 8.83 17.01 11.02 -0.373
O 7.62 15.55 12.67 -0.458
N 8.80 17.66 13.64 -0.281
S 7.91 18.73 13.10 0.941
O 8.36 19.54 11.92 -0.278
O 6.51 18.44 13.05 -0.693
C 7.97 19.96 14.50 0.023
F 9.23 20.30 14.88 -0.064
F 7.23 21.00 14.12 -0.162
F 7.31 19.41 15.57 -0.330
C 6.44 20.39 18.59 -0.482
O 5.66 19.40 17.87 -0.566
H 6.78 21.23 17.98 0.214
H 5.82 20.76 19.40 0.319
H 7.36 19.97 18.98 0.166
H 5.86 19.40 16.93 0.395
C 11.43 19.35 9.67 -0.261
O 11.61 18.04 10.09 -0.537
H 10.78 19.83 10.40 -0.066
H 12.42 19.81 9.74 0.226
H 11.04 19.53 8.67 0.369
H 10.82 17.56 10.34 0.243
O 16.11 21.70 11.29 -0.611
S 14.83 21.56 12.01 0.963
O 13.59 21.70 11.32 -0.438
O 14.83 20.01 12.70 -0.469
C 13.63 19.28 12.83 0.277
C 13.86 18.20 13.97 -0.998
C 14.83 22.54 13.62 -0.771
H 13.54 18.95 11.79 0.146
H 12.85 19.99 13.10 0.269
H 14.66 17.57 13.60 0.241
H 13.00 17.53 14.04 0.092
H 14.16 18.62 14.93 0.395
H 15.57 22.15 14.32 0.329
H 13.82 22.40 14.01 0.168
H 15.14 23.55 13.36 0.407
O 17.05 12.58 10.30 -0.604
S 15.88 12.80 9.41 1.106
O 14.84 11.79 9.15 -0.588
O 15.05 14.23 9.89 -0.283
C 14.22 14.25 11.05 -0.259
C 14.99 15.10 12.17 -0.953
C 16.59 13.46 7.88 -0.873
H 13.90 13.29 11.46 0.307
H 13.31 14.75 10.71 0.200
H 15.78 14.59 12.71 0.389
H 14.38 15.30 13.05 0.292
H 15.27 16.09 11.81 0.283
H 17.47 14.07 8.06 0.313
H 15.75 13.99 7.41 0.306
H 16.74 12.56 7.29 0.369
O 4.01 11.92 13.30 -0.592
S 4.83 12.08 12.12 1.112
O 4.81 11.08 11.06 -0.592
O 4.57 13.61 11.46 -0.310
C 4.30 14.62 12.39 0.040
C 2.78 15.19 12.25 -1.313
C 6.49 12.44 12.89 -0.678
H 5.04 15.40 12.22 0.097
H 4.51 14.44 13.44 0.488
H 2.59 15.29 11.18 0.307
H 2.93 16.19 12.64 0.318
H 2.10 14.53 12.79 0.369
H 7.08 13.18 12.37 0.044
H 7.00 11.48 13.03 0.451
H 6.31 12.88 13.87 0.273
O 9.51 22.50 16.59 -0.565
S 10.83 22.19 17.16 1.155
O 12.03 21.87 16.43 -0.599
O 11.19 23.36 18.30 -0.305
C 12.54 23.57 18.71 -0.063
C 12.68 24.06 20.12 -1.232
C 10.72 20.71 18.35 -0.777
H 13.13 24.12 17.99 0.362
H 13.09 22.63 18.76 0.246
H 11.85 24.72 20.37 0.314
H 13.57 24.68 20.23 0.350
H 12.65 23.34 20.94 0.289
H 11.44 19.94 18.06 0.349
H 9.75 20.23 18.18 0.093
H 10.78 21.01 19.39 0.362
O 9.58 25.28 11.41 -0.648
S 8.93 23.95 11.48 1.190
O 7.80 23.77 12.38 -0.613
O 8.48 23.47 9.98 -0.356
C 7.61 22.39 9.75 0.801
C 7.26 22.40 8.27 -1.451
C 10.20 22.66 11.69 -0.418
H 6.66 22.48 10.27 0.015
H 8.05 21.46 10.10 -0.130
H 7.02 23.38 7.86 0.392
H 6.36 21.83 8.05 0.326
H 8.10 22.11 7.65 0.336
H 10.91 22.81 10.88 0.400
H 9.74 21.74 11.35 -0.507
H 10.83 22.82 12.57 0.545
C 6.05 16.41 9.44 -0.144
N 7.20 15.55 9.01 0.949
O 7.96 15.96 8.09 -0.594
O 7.39 14.52 9.61 -0.528
H 5.69 17.03 8.62 0.331
H 6.39 16.99 10.30 -0.154
H 5.21 15.78 9.72 0.113
C 4.58 20.70 11.58 -0.711
N 4.47 19.53 10.64 1.007
O 5.03 19.62 9.54 -0.553
O 4.00 18.53 11.00 -0.513
H 3.97 21.47 11.11 0.419
H 5.55 21.02 11.96 0.058
H 4.08 20.38 12.50 0.276
```

The value obtained for the strongest force on any atom is 0.1849 hartree/bohr. For the HOMO-LUMO gap, the calculation gives 7.7764 eV. For the total energy, the calculation gives -6863.75985 hartree.

***

Entry 5:
C21H54Hg2N2O15 | ωB97M-V/def2-TZVPD

The geometry in XYZ format:
```
94
Properties=species:S:1:pos:R:3:mulliken_charge:R:1
Hg 2.47 -2.06 0.01 1.983
Hg 0.20 -4.23 -1.92 1.217
C -0.29 -1.91 -0.46 2.702
O 0.44 -0.92 -0.29 -1.227
O -0.70 -2.25 -1.50 -0.790
O 0.30 -2.82 0.10 -1.268
C -2.33 -3.05 2.37 -0.062
C -3.51 -3.88 1.89 -0.509
O -3.70 -4.99 2.68 -0.549
O -1.13 -3.79 2.24 -0.638
H -2.58 -2.58 3.32 0.336
H -2.30 -2.07 1.89 -0.010
H -3.21 -4.30 0.94 0.231
H -4.46 -3.35 1.89 0.406
H -2.84 -5.41 2.60 0.328
H -0.75 -3.40 1.44 -0.023
C -2.99 0.18 -2.03 -0.521
C -4.08 -0.99 -1.90 -0.573
O -3.59 -2.07 -1.17 -0.540
O -1.91 -0.17 -2.84 -0.564
H -2.79 0.69 -1.09 0.077
H -3.56 0.97 -2.52 0.517
H -4.48 -1.21 -2.89 0.241
H -4.86 -0.52 -1.29 0.442
H -2.66 -1.92 -1.38 0.305
H -1.42 -0.90 -2.45 0.117
C 0.72 0.10 3.13 -0.438
C -0.49 1.07 2.81 -0.297
O -1.50 0.68 1.88 -0.513
O 1.60 0.01 2.00 -0.243
H 0.32 -0.88 3.40 0.127
H 1.13 0.50 4.05 0.536
H -0.10 1.91 2.23 0.015
H -0.91 1.37 3.77 0.529
H -0.93 0.38 1.17 0.011
H 1.02 -0.38 1.34 -0.006
C 0.92 -1.28 -4.50 0.100
C 0.40 -2.59 -5.04 -0.552
O 0.72 -3.63 -4.11 -0.573
O 2.40 -1.38 -4.23 -0.488
H 0.35 -0.93 -3.63 -0.039
H 0.71 -0.56 -5.28 0.446
H 0.87 -2.72 -6.01 0.286
H -0.67 -2.64 -5.27 0.446
H 1.66 -3.76 -4.01 0.395
H 2.51 -1.91 -3.44 0.176
C -5.21 6.88 1.30 -0.740
O -3.98 6.46 0.69 -0.329
C -4.02 5.06 0.32 -0.313
C -3.18 4.73 -1.05 -0.674
N -1.76 4.64 -0.82 -0.285
C -1.55 3.42 0.02 -1.093
C -0.11 2.98 -0.22 0.351
O 0.72 3.76 0.60 -0.427
C 2.09 3.47 0.77 -0.267
H -4.93 7.75 1.90 0.270
H -5.55 6.12 2.00 0.343
H -6.02 7.08 0.60 0.290
H -5.02 4.88 -0.06 0.397
H -3.69 4.29 1.03 0.307
H -3.21 5.48 -1.84 0.407
H -3.55 3.81 -1.50 0.228
H -1.44 5.36 -0.18 0.326
H -2.17 2.54 -0.15 0.608
H -1.77 3.69 1.06 0.540
H -0.01 3.11 -1.30 0.536
H -0.09 1.89 -0.14 -0.460
H 2.05 2.63 1.47 0.038
H 2.58 4.32 1.25 0.342
H 2.54 3.11 -0.15 -0.032
C 2.83 0.95 -1.98 -1.194
O 3.40 -0.12 -1.27 -0.133
C 4.86 -0.06 -1.22 -0.695
C 5.38 -1.21 -0.29 -0.730
N 4.47 -1.28 0.83 -0.251
C 4.97 -2.24 1.87 -0.748
C 3.81 -2.41 2.92 -0.714
O 2.59 -2.70 2.27 0.034
C 2.02 -3.82 2.89 -0.902
H 2.95 0.66 -3.02 0.450
H 3.27 1.90 -1.68 0.417
H 1.77 1.21 -1.93 0.227
H 5.23 0.96 -1.12 0.509
H 5.29 -0.34 -2.19 0.349
H 6.39 -0.98 0.05 0.443
H 5.43 -2.08 -0.96 0.388
H 4.45 -0.32 1.15 0.032
H 5.86 -1.86 2.37 0.526
H 5.21 -3.26 1.57 0.297
H 3.57 -1.47 3.43 0.303
H 4.09 -3.06 3.74 0.598
H 2.75 -4.62 2.85 0.462
H 1.16 -4.25 2.39 0.140
H 1.58 -3.47 3.83 0.281
```

The charge is +2. The value obtained for the strongest force on any atom is 0.2448 hartree/bohr. For the HOMO-LUMO gap, the calculation gives 1.5936 eV. For the total energy, the calculation gives -2376.38379 hartree.